84
Properties=species:S:1:pos:R:3 method="wB97M-V/def2-TZVPD" homo_energy_ev=-10.926 relative_energy_kj_mol=0.0 energy_ha=-1863.633048 orbital_gap_ev=9.463 charge=+1
H -5.74 1.36 -4.00
H 3.21 -1.72 5.73
C 2.76 4.34 0.31
O 0.63 -0.03 2.17
C 4.24 -0.75 1.96
O 3.23 3.02 0.64
C -4.00 0.15 -0.49
H 1.71 2.84 2.07
C 4.14 -0.01 -1.81
O 4.02 -0.58 -0.79
H -0.16 -4.00 -1.08
C 2.82 2.76 2.01
H 3.14 0.55 -3.60
H 1.98 -4.97 1.50
H -3.35 0.63 -2.97
H 1.66 4.39 0.17
H 5.98 0.59 -1.62
H -2.71 2.76 -1.33
O 0.31 -0.83 -2.51
H 0.87 -5.27 -0.64
H -2.39 -1.87 -1.77
H 2.99 1.43 3.57
N 5.22 0.72 -2.28
H -2.73 -2.12 2.41
C -4.32 0.07 -2.90
H 1.98 -3.33 2.23
H -3.37 0.05 1.55
H -1.02 -1.77 -0.88
C 4.34 -1.32 3.32
N -4.21 -0.65 -1.65
C -5.65 3.48 -2.77
C 3.00 -2.44 4.91
H 5.13 -0.26 1.61
H 5.17 -2.04 3.30
O 0.32 -2.37 0.71
H 4.56 1.67 2.63
C -0.94 2.30 -0.41
H -6.66 3.25 -2.57
C -3.41 -0.56 0.71
O 3.11 -1.99 3.57
H -2.45 3.56 0.17
H 3.28 0.57 0.83
N -0.66 1.58 -1.58
H 3.58 -3.30 5.21
H 3.95 -1.56 1.26
H -0.78 -1.37 -4.75
C -0.74 -1.44 -2.74
H 2.14 -0.29 -2.48
C 0.83 -3.49 0.63
H -0.86 1.94 -2.45
H -4.40 -0.56 -3.82
H 5.38 1.01 -3.24
H 2.14 0.03 1.94
H -6.17 0.79 -2.33
O -4.83 2.41 -2.47
H -4.89 -1.34 -1.46
H -1.89 -2.44 -4.00
H 0.62 -0.93 1.83
N 3.09 0.03 -2.70
N -1.32 -1.63 -3.95
N -1.40 -2.08 -1.74
C 3.46 1.53 2.56
H -4.84 0.76 -0.14
N -2.04 3.21 -0.67
O -0.32 2.25 0.65
H -5.39 4.33 -2.13
N 1.55 -4.05 1.65
N 0.60 -4.29 -0.49
H -3.29 0.97 -0.81
O -4.07 -1.78 0.90
H -5.56 3.71 -3.86
H -3.90 -3.43 2.25
H 0.07 0.84 -1.50
H -4.48 -1.90 2.99
H 0.08 0.55 1.62
H 3.25 3.61 2.58
H 4.54 -0.58 4.10
H 3.19 4.71 -0.63
H -2.33 -0.78 0.47
N 3.20 0.28 1.80
H 2.90 5.05 1.12
H 1.97 -2.78 5.09
C -5.32 1.20 -2.96
C -3.79 -2.35 2.26